13
Properties=species:S:1:pos:R:3:lowdin_charge:R:1 method="wB97M-V/def2-TZVPD" de_lowest_kcal_mol=88.4 energy_ha=-340.654084 orbital_gap_ev=9.7 max_force_ev_per_a=6.57 homo_ev=-8.939 molar_mass_g_mol=98.1 e_lumo_ev=0.732
C 0.96604 0.92440 -0.08005 -0.108
C 0.18622 1.18015 -1.10958 -0.139
C -0.86703 0.11643 -1.23618 -0.111
C -0.58479 -0.84009 -0.06438 -0.463
H 0.00602 -0.60383 2.56687 0.128
H 0.80640 -1.81637 1.96630 0.131
H 1.90339 1.53887 0.21358 0.144
H -0.11380 2.32736 -1.47889 0.166
H -0.98148 -0.41333 -2.21963 0.141
H -1.84552 0.54371 -1.13065 0.107
N 1.01850 -0.66075 1.97989 0.033
N 0.63507 -0.39545 0.46494 -0.097
O -1.12901 -1.90112 0.12777 0.068